1.
This record from the OMol25 dataset describes 2 unconnected molecules or ions with the total composition C2H10N3O in a non-equilibrium geometry. The level of theory is wB97M-V/def2-TZVPD.

LUMO	-2.99	eV
E_tot	-8748.1828	eV
total charge	+1
relative energy (zero: lowest compared OMol25 entry of this formula, charge and spin)	92.5	kJ/mol

Each line ends with the Löwdin charge.
Atoms and positions in Å:
C 0.1622 0.9785 -1.5925  -0.010
N 0.1217 0.1863 -0.3322  0.066
C -0.8839 0.0535 0.4728  -0.466
N -0.8776 -0.7807 1.5484  0.166
N -2.0258 0.6912 0.2270  0.190
H -0.1594 2.0087 -1.4179  0.096
H 1.2286 1.1709 -1.9124  0.115
H -0.3434 0.4417 -2.3907  0.096
H 0.9516 -0.3045 -0.1963  0.050
H -0.0150 -1.3789 1.6282  0.132
H -0.9355 -0.3820 2.4816  0.130
H -2.6998 0.5415 1.0105  0.153
H -2.3670 0.8943 -0.7444  0.159
H 2.8756 -1.1573 -0.2607  0.052
H 2.7732 -1.6182 1.1163  0.107
O 2.1945 -1.3451 0.3622  -0.034

Force components x, y, z for each atom (eV/Å):
1.06 0.47 0.39
-0.39 1.44 -2.08
-0.58 0.37 -0.62
2.44 -1.49 1.21
-1.61 0.19 0.41
-0.68 -0.33 -0.07
-0.99 -0.83 0.55
-0.21 0.30 -0.08
1.33 -1.22 1.06
-1.13 0.82 -0.63
-0.74 0.41 -0.26
0.31 0.31 -1.65
0.61 -0.07 1.71
0.78 0.25 -1.33
-1.02 0.20 -0.44
0.83 -0.79 1.83

---

2.
This record from the OMol25 dataset describes a molecular structure, C43H43BBrGeN5O2ReS in a non-equilibrium geometry. The level of theory is wB97M-V/def2-TZVPD.

LUMO (spin up / spin down)	-2.02 / -2.08	eV
E_tot	-197032.9992	eV
total charge	0
relative energy (zero: lowest compared OMol25 entry of this formula, charge and spin)	424.8	kJ/mol
2S+1	2
expectation value of S²	0.94

Each line ends with the Löwdin charge.
Atoms and positions in Å:
Re 0.5796 -0.6949 1.6125  1.460
N 3.2002 -1.6247 5.0203  0.093
C 2.2940 -0.9702 4.2667  -0.839
S 0.7154 -1.6794 4.0722  0.679
N 2.6198 0.2122 3.7913  0.029
N 1.5271 0.6478 3.1025  -0.226
C 1.0549 1.8151 3.2567  -0.050
C -0.3037 1.9805 2.7566  -0.253
C -1.0168 3.1544 2.9335  -0.007
C -2.3689 3.1672 2.6411  -0.031
C -2.9706 2.0062 2.1893  -0.021
C -2.1881 0.8823 1.9806  -0.100
N -0.8764 0.8576 2.2481  -0.036
H 3.0180 -2.5765 5.2701  0.085
H 4.1446 -1.2781 5.0408  0.096
H 1.5318 2.5583 3.8863  0.143
H -0.5114 4.0288 3.3212  0.120
H -2.9504 4.0699 2.7766  0.116
H -4.0280 1.9640 1.9743  0.101
H -2.6135 -0.0359 1.6024  0.094
C 5.5530 -1.4173 2.0326  -0.078
C 4.4247 -1.0938 1.0584  -0.382
C 4.7729 -1.6424 -0.3307  -0.054
C 4.1215 0.3823 0.9332  -0.154
C 5.1081 1.3143 1.1952  -0.033
C 4.8805 2.6720 1.0199  -0.057
C 3.6762 3.0845 0.4925  -0.054
C 2.6461 2.1935 0.1762  -0.129
C 1.4478 2.8229 -0.5374  -0.352
C 0.2668 1.9329 -0.9071  -0.111
C 1.9304 3.4809 -1.8435  -0.060
C 2.8412 0.8358 0.5017  -0.223
N 1.7814 -0.0792 0.4619  -0.037
H 5.5880 -2.4938 2.2117  0.084
H 5.4093 -0.9138 2.9904  0.065
H 6.5292 -1.1215 1.6404  0.077
H 3.5289 -1.5985 1.4209  0.099
H 5.6948 -1.1745 -0.6873  0.088
H 3.9898 -1.4239 -1.0562  0.071
H 4.9249 -2.7239 -0.2999  0.083
H 6.0732 0.9798 1.5536  0.107
H 5.6468 3.3957 1.2673  0.106
H 3.5106 4.1412 0.3176  0.112
H 1.0698 3.6211 0.1157  0.135
H 0.5714 1.1006 -1.5461  0.089
H -0.4519 2.5336 -1.4687  0.061
H -0.2519 1.5091 -0.0488  0.014
H 2.3053 2.7109 -2.5229  0.094
H 2.7278 4.2048 -1.6888  0.065
H 1.0998 3.9888 -2.3389  0.079
Br 1.7411 -7.2151 -0.1040  0.726
C 1.3856 -5.4105 0.3602  -0.690
C 1.8934 -4.3877 -0.4212  -0.116
C 1.6325 -3.0755 -0.0624  -0.120
C 0.9007 -2.7310 1.0855  -0.323
C 0.3679 -3.8061 1.8127  -0.150
C 0.6068 -5.1277 1.4673  -0.121
H 2.4742 -4.6109 -1.3073  0.106
H 1.9977 -2.2855 -0.6993  0.083
H -0.2641 -3.6262 2.6715  0.055
H 0.1834 -5.9301 2.0568  0.103
Ge -2.8662 0.5632 -1.6774  1.065
C -4.4370 1.4068 -0.8791  -0.389
C -4.7186 2.7730 -0.8639  -0.130
C -5.8259 3.2670 -0.1879  -0.105
C -6.6660 2.4030 0.5027  -0.111
C -6.3973 1.0401 0.5051  -0.103
C -5.2941 0.5516 -0.1788  -0.155
C -2.1098 1.3640 -3.2824  -0.381
C -1.3224 0.5202 -4.0690  -0.132
C -0.6717 0.9947 -5.1974  -0.092
C -0.7955 2.3283 -5.5601  -0.102
C -1.5767 3.1801 -4.7913  -0.099
C -2.2197 2.7029 -3.6584  -0.128
H -3.3300 -0.8551 -2.0619  -0.011
H -4.0668 3.4750 -1.3714  0.079
H -6.0344 4.3303 -0.1987  0.098
H -7.5279 2.7892 1.0322  0.096
H -7.0492 0.3593 1.0392  0.100
H -5.1001 -0.5174 -0.1739  0.090
H -1.2131 -0.5236 -3.7935  0.083
H -0.0645 0.3239 -5.7927  0.099
H -0.2821 2.7041 -6.4363  0.096
H -1.6841 4.2203 -5.0738  0.098
H -2.8162 3.3935 -3.0730  0.078
O -2.0550 -2.0849 0.5322  0.075
B -0.8679 -1.4282 0.1235  -0.682
O -0.6130 -1.7586 -1.2198  0.073
C -1.5214 -2.7244 -1.5553  -0.258
C -1.6414 -3.4154 -2.7404  0.003
C -2.6937 -4.3250 -2.8286  -0.085
C -3.5818 -4.5112 -1.7754  -0.087
C -3.4565 -3.7994 -0.5830  0.007
C -2.4048 -2.9148 -0.5023  -0.240
H -0.9424 -3.2655 -3.5526  0.120
H -2.8218 -4.8988 -3.7374  0.101
H -4.3871 -5.2264 -1.8817  0.100
H -4.1369 -3.9421 0.2464  0.119

Force components x, y, z for each atom (eV/Å):
1.39 0.16 -0.49
-0.03 0.04 -0.02
0.47 0.36 0.18
-0.14 0.04 -0.66
-0.06 -0.55 0.19
0.01 0.28 -0.66
-0.24 0.12 0.09
0.00 0.47 0.01
0.40 -0.27 0.02
-0.40 -0.02 -0.11
0.05 0.19 0.03
-0.16 -0.28 -0.42
0.37 -0.38 -0.17
0.03 -0.13 0.01
-0.03 0.01 0.06
0.03 0.00 0.01
0.01 -0.02 0.01
0.00 -0.03 0.00
-0.05 -0.02 -0.06
-0.06 0.00 -0.03
0.02 0.00 0.10
-0.01 -0.05 -0.03
0.01 -0.03 -0.01
-0.19 0.02 0.05
0.05 -0.03 -0.02
-0.10 -0.07 -0.04
-0.06 0.06 0.06
-0.08 0.10 -0.04
-0.09 -0.06 -0.09
0.02 0.07 0.15
0.05 -0.01 -0.01
0.43 0.06 -0.45
-1.03 0.06 1.89
0.00 0.02 -0.03
-0.02 0.01 -0.01
-0.03 -0.01 0.00
-0.09 -0.05 -0.04
-0.02 -0.02 0.00
-0.02 0.00 -0.02
-0.02 0.03 0.01
-0.05 0.02 0.00
0.00 -0.02 -0.01
0.00 -0.02 -0.02
0.05 -0.02 0.02
-0.04 0.02 -0.02
0.08 -0.06 0.05
0.01 0.11 -0.12
-0.02 0.02 0.00
0.02 0.02 0.01
0.02 -0.05 0.04
-0.02 0.07 0.01
0.01 -0.07 -0.02
0.01 0.03 0.05
0.21 0.08 0.01
-0.41 -0.12 0.00
-0.10 -0.02 0.01
-0.01 0.00 0.04
-0.01 0.03 0.04
0.02 0.01 -0.06
0.01 -0.03 -0.03
0.00 0.02 -0.01
0.38 -0.04 0.85
-0.01 -0.11 -0.36
0.03 0.11 0.09
0.00 -0.02 0.08
-0.07 0.11 0.04
0.09 -0.03 0.03
-0.14 0.01 0.08
-0.22 -0.07 0.00
0.07 0.03 -0.10
0.01 -0.04 0.06
0.03 0.10 -0.06
0.07 -0.01 -0.01
-0.01 0.06 0.01
-0.13 -0.01 -0.13
-0.03 -0.04 -0.02
0.00 0.00 0.00
0.00 0.00 -0.01
-0.01 0.00 -0.01
0.01 0.02 -0.03
-0.01 0.00 0.02
0.00 0.00 -0.01
-0.02 0.00 -0.01
0.01 0.01 0.00
0.00 -0.05 -0.02
0.20 0.03 0.23
-0.77 -0.33 -0.30
0.34 0.03 0.12
-0.10 0.03 0.01
0.09 0.01 0.09
-0.04 -0.02 -0.02
-0.02 -0.02 -0.03
0.10 0.03 0.09
-0.01 0.06 -0.09
-0.03 0.02 0.00
0.00 0.01 0.02
0.01 0.01 0.00
-0.01 0.02 -0.03

---

3.
This record from the OMol25 dataset describes 2 unconnected molecules or ions with the total composition C7H15N2O2 in a non-equilibrium geometry. The level of theory is wB97M-V/def2-TZVPD.

LUMO	-2.55	eV
E_tot	-14567.5605	eV
total charge	+1
relative energy (zero: lowest compared OMol25 entry of this formula, charge and spin)	346.2	kJ/mol

Each line ends with the Löwdin charge.
Atoms and positions in Å:
C 1.4906 -2.9855 0.2414  0.032
C 1.7768 -2.0298 -0.5678  -0.056
C 2.2164 -1.2997 -1.5682  -0.456
C -2.1952 1.2165 1.2215  0.069
C -1.5823 -0.8290 -0.9727  0.018
C 0.0870 2.6463 1.9836  0.012
C -0.9428 1.0523 0.5027  -0.385
N 3.3731 -1.5920 -2.3020  0.103
N -0.6974 0.1868 -0.3890  0.112
O 1.5919 -0.1406 -1.9939  -0.004
O 0.0978 1.7892 0.7850  -0.005
H 2.0195 -3.0513 1.1379  0.048
H 0.9414 -3.8390 -0.0317  0.056
H -1.7064 1.0701 2.2468  0.135
H -2.9856 0.3908 1.0455  0.145
H -2.6036 2.1271 1.1545  0.065
H -2.2074 -0.2966 -1.6616  0.102
H -0.9762 -1.4242 -1.6027  0.083
H -2.1701 -1.3372 -0.2585  0.087
H -0.5496 3.5656 1.9849  0.126
H 1.2541 2.6363 2.0371  0.156
H -0.2277 2.0710 2.8014  0.057
H 3.3732 -1.1782 -3.3248  0.158
H 3.5556 -2.5568 -2.2866  0.080
H 0.2329 0.1617 -0.8289  0.120
H 2.3282 0.1514 -2.6191  0.142

Force components x, y, z for each atom (eV/Å):
0.49 -0.11 -0.10
0.37 1.04 -1.67
-0.71 -0.61 0.47
0.93 -5.34 1.99
0.03 2.00 -0.53
3.01 -0.19 -0.94
0.31 0.69 -0.54
-0.33 2.44 -2.34
0.39 -1.94 -1.47
2.32 0.15 -1.25
-0.93 1.01 0.49
0.42 -0.01 1.80
-1.02 -0.89 -0.37
-1.70 0.18 -0.67
1.52 1.43 0.20
-1.41 3.52 -0.24
-0.82 0.15 -0.33
0.61 -1.07 -0.12
-0.33 -0.76 0.74
1.07 -0.56 -0.75
-2.28 1.47 0.52
-0.41 -0.90 1.22
-0.07 -1.58 2.66
0.60 -1.29 -0.24
-0.08 0.42 0.44
-1.98 0.73 1.02

---

4.
This record from the OMol25 dataset describes a molecular structure, C17H35CuO9S4 in a non-equilibrium geometry. The level of theory is wB97M-V/def2-TZVPD.

LUMO	-1.31	eV
E_tot	-124600.1653	eV
total charge	0

Each line ends with the Löwdin charge.
Atoms and positions in Å:
Cu -2.6059 1.7906 1.1422  0.595
C -0.0884 -0.3008 0.3056  -0.337
O -1.2495 0.4178 0.1059  -0.410
H -0.2577 -1.3557 0.5685  0.049
H 0.4680 -0.3302 -0.6530  0.054
H 0.6668 0.1282 0.9941  0.041
C -3.3137 -3.9325 1.8965  -0.228
C -2.2719 -2.9831 2.4774  -0.231
C -3.0085 -2.1416 3.4873  -0.217
S -3.9560 -3.3952 4.4262  0.675
O -5.2314 -2.8438 4.8105  -0.337
O -3.1215 -4.0145 5.4271  -0.331
C -4.1047 -4.5864 3.0220  -0.194
H -2.8640 -4.6269 1.1865  0.117
H -3.9403 -3.3026 1.2566  0.119
H -1.7690 -2.4205 1.6895  0.094
H -1.4537 -3.5702 2.9053  0.126
H -3.8920 -1.5875 3.1614  0.095
H -2.4364 -1.5388 4.1877  0.107
H -5.1740 -4.7085 2.8726  0.097
H -3.6530 -5.4972 3.4076  0.099
C -2.4352 0.8532 -5.8173  -0.217
C -2.0484 1.4863 -4.4634  -0.222
C -0.9193 0.6392 -3.8940  -0.235
S -1.2829 -1.0733 -4.3145  0.668
O -1.9079 -1.7147 -3.1922  -0.309
O -0.0577 -1.5878 -4.8759  -0.329
C -2.4803 -0.6587 -5.6281  -0.212
H -1.6843 1.1660 -6.5472  0.116
H -3.3820 1.2126 -6.2181  0.113
H -2.9493 1.4912 -3.8447  0.118
H -1.7475 2.5203 -4.6275  0.108
H -0.7213 0.7360 -2.8263  0.080
H -0.0199 0.9714 -4.4153  0.106
H -3.4598 -0.9860 -5.2827  0.103
H -2.1596 -1.2716 -6.4680  0.100
C 4.8394 -0.8512 1.1848  -0.217
C 3.9806 0.3904 1.4877  -0.227
C 3.3231 0.1283 2.8351  -0.239
S 4.5011 -0.8206 3.7995  0.666
O 3.9005 -2.0532 4.2380  -0.319
O 5.1554 0.0251 4.7678  -0.329
C 5.6723 -1.1159 2.4186  -0.205
H 5.4325 -0.7945 0.2713  0.114
H 4.0827 -1.5952 0.9143  0.123
H 3.2373 0.6926 0.7490  0.095
H 4.6153 1.2807 1.5653  0.117
H 2.4058 -0.4585 2.7790  0.097
H 3.0734 1.0391 3.3772  0.105
H 6.1433 -2.0614 2.6758  0.106
H 6.3922 -0.3284 2.6490  0.100
C 2.2293 3.5432 -0.9157  -0.212
C 1.2132 2.8362 -1.8279  -0.217
C -0.1559 3.4716 -1.6676  -0.206
S -0.1185 4.3106 -0.0609  0.701
O -1.1634 3.6872 0.7253  -0.367
O -0.0523 5.7371 -0.2186  -0.299
C 1.5194 3.6763 0.4276  -0.204
H 2.3859 4.5463 -1.3215  0.119
H 3.1825 3.0372 -0.7838  0.113
H 1.2319 1.7912 -1.5069  0.101
H 1.6093 2.8460 -2.8434  0.117
H -0.9645 2.7521 -1.5407  0.079
H -0.4438 4.1647 -2.4559  0.109
H 1.3318 2.7213 0.9195  0.096
H 1.9525 4.4173 1.0960  0.109

Force components x, y, z for each atom (eV/Å):
2.01 -1.02 -1.01
0.14 0.27 -0.67
-1.28 1.34 0.80
0.06 0.05 0.23
-0.01 -0.21 -0.04
-0.31 0.02 0.39
-0.19 0.35 -1.04
0.62 -0.17 -0.46
-0.85 -0.64 1.08
0.68 -0.32 -0.16
-0.06 -0.04 -0.14
-0.01 0.06 0.02
0.05 0.74 0.75
0.04 -0.29 0.32
-0.38 -0.16 0.21
-0.39 0.27 -0.03
-0.17 0.16 0.56
0.51 0.37 -0.79
0.12 -0.12 0.01
0.05 -0.10 -0.27
-0.02 -0.06 -0.10
0.55 0.13 -0.22
-0.93 -0.14 -0.11
0.05 0.84 -0.03
0.79 1.39 0.20
-0.27 -0.25 -0.27
-0.36 -0.52 -0.23
0.20 -0.56 0.27
0.09 -0.36 -0.07
-0.08 0.05 0.24
0.20 -0.01 0.30
0.05 0.01 0.16
-0.37 -0.20 0.09
0.17 -0.56 -0.08
0.04 -0.07 0.05
-0.15 0.18 -0.18
-0.70 -0.15 -1.16
0.65 0.82 0.24
-0.54 0.27 0.23
0.44 -0.09 -0.08
-0.07 0.00 -0.15
-0.10 0.06 -0.04
-0.68 0.44 1.57
0.18 0.44 0.14
0.39 -0.64 0.58
-0.04 -0.62 -0.22
0.15 -0.10 0.20
0.13 -0.18 -0.21
0.19 -0.01 0.10
-0.20 -0.28 -0.65
0.14 0.05 -0.58
-0.75 0.65 0.27
1.25 -0.78 -0.06
-0.32 -0.01 0.23
0.60 -0.90 -0.76
-0.51 0.24 0.70
-0.16 0.03 0.19
-0.62 0.53 -0.09
0.35 0.01 0.16
-0.03 -0.12 -0.30
-0.50 -0.04 -0.11
-0.36 0.08 -0.14
0.17 -0.21 -0.09
0.24 0.24 0.12
0.11 -0.02 0.02
0.00 -0.10 0.11

---

The highest E_tot belongs to which entry?
C2H10N3O